Record 1
Computed, not measured: 2 unconnected molecules or ions with the total composition C2H8NO in a non-equilibrium geometry, with the ωB97M-V functional and the def2-TZVPD basis.

```
12
Properties=species:S:1:pos:R:3:mulliken_charge:R:1
C 0.327 0.174 -1.646 -0.66
C -1.238 1.118 -0.021 -0.61
N -0.399 0.194 -0.358 -0.16
H 0.091 -0.687 -2.284 0.20
H -0.034 1.063 -2.258 0.23
H 1.349 0.339 -1.106 0.29
H -0.987 2.019 -0.538 0.24
H -1.905 0.972 0.866 0.29
H 0.201 -0.357 0.362 0.22
H 1.109 -0.938 2.565 0.30
H 0.915 -2.416 2.352 0.32
O 0.571 -1.480 2.067 -0.66
```

Output
⟨S²⟩ = 0.7534
LUMO (alpha / beta) = 0.02076 / 0.02049 hartree
Orbital gap (alpha / beta) = 6.1 / 9.8 eV
Molecular weight = 62.09 g/mol
Spin multiplicity = 2
Electronic energy = -5737.967 eV


Record 2
Computed, not measured: 2 unconnected molecules or ions with the total composition C2H8NO in a non-equilibrium geometry, with the ωB97M-V functional and the def2-TZVPD basis.

```
12
Properties=species:S:1:pos:R:3:mulliken_charge:R:1
C 1.458 0.567 0.080 -0.04
C 1.257 1.918 0.161 -0.48
N 0.141 -0.107 -0.339 -0.50
H 1.993 -0.274 0.715 0.32
H 2.200 2.673 0.458 0.27
H 0.472 2.386 -0.526 0.25
H 0.041 -0.599 -1.325 0.39
H -0.714 0.434 -0.671 0.39
H -0.343 -0.748 0.411 0.41
H -2.192 -2.232 0.989 0.32
H -2.817 -1.881 -0.341 0.32
O -1.990 -1.740 0.152 -0.65
```

Output
LUMO = -0.13726 hartree
Orbital gap = 11.7 eV
Molecular weight = 62.09 g/mol
Total charge = +1
Electronic energy = -5732.097 eV


Record 3
Computed, not measured: 2 unconnected molecules or ions with the total composition C2H8NO in a non-equilibrium geometry, with the ωB97M-V functional and the def2-TZVPD basis.

```
12
Properties=species:S:1:pos:R:3:mulliken_charge:R:1
C -1.336 0.447 -1.524 -0.94
C 0.587 -0.553 -0.728 -0.20
N -0.326 0.309 -0.508 -0.03
H -2.097 1.271 -1.411 0.34
H -1.986 -0.378 -1.658 0.40
H -1.074 0.512 -2.575 0.37
H 0.696 -1.236 -1.488 0.33
H 1.204 -0.929 0.098 0.32
H -0.376 0.878 0.427 0.39
H 1.722 0.384 2.728 0.35
H 0.815 -0.588 3.023 0.30
O 0.984 -0.180 2.241 -0.63
```

Output
LUMO = -0.19321 hartree
Orbital gap = 10.9 eV
Molecular weight = 62.09 g/mol
Total charge = +1
Electronic energy = -5732.693 eV


Record 4
Computed, not measured: 2 unconnected molecules or ions with the total composition C2H8NO in a non-equilibrium geometry, with the ωB97M-V functional and the def2-TZVPD basis.

```
12
Properties=species:S:1:pos:R:3:mulliken_charge:R:1
C 0.184 1.496 -0.734 -0.75
C 0.308 0.465 1.418 -0.13
N 0.207 0.310 0.190 0.10
H -0.431 1.381 -1.629 0.31
H 1.243 1.537 -1.232 0.32
H -0.026 2.391 -0.104 0.32
H 0.684 1.491 1.705 0.27
H 0.223 -0.443 1.965 0.27
H -0.235 -0.637 -0.160 0.33
H -0.578 -2.889 -1.164 0.31
H -0.969 -2.854 0.230 0.32
O -0.610 -2.248 -0.483 -0.65
```

Output
LUMO = -0.16989 hartree
Orbital gap = 12.2 eV
Molecular weight = 62.09 g/mol
Total charge = +1
Electronic energy = -5733.559 eV